Record 1
105
Properties=species:S:1:pos:R:3:forces:R:3:mulliken_charge:R:1 method="wB97M-V/def2-TZVPD" homo_energy_ev=-8.58 total_energy_ev=-110502.670 gap_ev=6.608
F -6.52572 -0.95567 -1.52037 0.7 5.2 -0.6 -0.27
H 5.52008 2.21419 -1.10489 -1.5 -0.1 2.1 0.54
C 1.01672 -4.94305 8.32204 0.3 -0.2 0.2 -0.81
O 2.75250 -6.16592 9.36345 0.1 0.7 -0.7 -0.60
F -5.45752 -0.16610 0.64697 -1.1 4.3 -2.3 -0.24
O 4.84769 -1.37580 -2.59598 0.6 -0.5 -0.6 -0.46
C 5.00776 -0.36114 0.89706 2.3 -4.8 -3.5 0.27
C 2.93504 5.73681 -0.45449 0.6 0.5 -0.3 0.07
H 1.16762 2.13296 2.49411 1.2 -0.3 -2.1 0.51
H -9.39215 0.24083 -3.48449 0.0 -0.1 -0.1 0.54
C 0.68866 -4.03550 7.40043 -1.9 0.1 0.1 0.31
C 4.59991 3.67016 0.45482 -0.1 -0.2 1.0 -0.66
C -11.33310 -0.00129 -4.46722 0.3 0.9 0.6 0.89
C 1.68742 3.50464 0.74619 1.6 2.1 -1.3 0.41
C -4.90585 2.32209 -0.02647 -1.0 2.3 1.5 0.48
H 3.88849 1.56257 -0.40983 1.6 1.5 0.5 -0.44
H 5.43354 4.39936 0.01081 -2.3 -1.4 0.8 0.33
C -9.97457 -0.43130 -4.10202 -0.3 0.3 0.0 -0.79
H 3.87721 -3.24822 6.17663 0.0 0.0 0.0 0.41
H 2.06515 -0.12466 -1.09708 -1.6 1.9 0.1 0.01
H 6.08469 -4.59397 -6.80760 -0.3 0.2 0.2 0.34
C 1.72544 -3.38126 6.55593 0.5 0.6 -0.7 0.96
H 1.81281 1.72289 -1.40018 -1.2 -1.6 1.0 0.15
F -5.32140 3.09263 1.20513 1.4 -2.3 -3.9 -0.31
C -3.31870 1.96801 0.18282 1.0 -1.7 0.1 1.08
C -12.15806 -0.92307 -5.29542 -1.8 0.0 -0.7 0.35
O -0.62937 -3.67017 7.19663 2.0 0.0 -0.3 -0.57
H 4.75767 -5.66814 8.64701 0.0 0.3 -0.3 0.35
F -5.23891 0.71487 -2.63541 -4.1 -0.2 3.6 -0.20
C -9.49442 -1.60369 -4.52117 1.8 -0.1 0.7 0.30
O 5.54644 -1.32499 0.09931 -3.8 6.5 5.4 -0.66
O 4.78116 -4.99472 7.93270 -2.0 0.0 0.2 -0.56
O -9.83445 -3.57605 -5.75816 -0.1 0.8 0.4 -0.62
C 1.27826 0.76393 -0.98166 0.6 -0.7 -0.3 0.04
H -12.26477 -2.77267 -6.32205 0.0 0.0 0.0 0.41
H 8.63992 -3.64554 -3.22617 -0.1 0.0 0.0 0.43
H 2.83564 1.10156 4.04595 -0.1 -2.6 -0.3 0.22
H -0.60649 -3.00110 6.47808 0.0 -0.3 0.3 0.35
H -1.75461 4.37833 1.72430 1.3 -1.8 -1.4 0.52
C 0.01531 0.38440 -1.95632 1.2 0.0 -0.8 -0.40
H -0.24805 0.90163 0.70489 2.2 0.3 0.1 -0.07
C -10.30958 -2.51366 -5.37268 -0.3 -0.9 -0.6 0.84
C 5.67675 1.17068 0.94836 -0.5 -0.8 0.2 -0.70
O -8.21938 -2.01580 -4.17974 -1.8 -0.1 -0.9 -0.49
H -8.10656 -2.89393 -4.60452 0.0 0.4 0.2 0.34
C 5.80303 -3.50579 -5.27974 -1.1 -0.4 -1.5 0.46
H 0.44076 0.39807 -3.07109 -0.9 0.1 2.4 0.30
H 4.81568 3.63979 1.62759 -0.6 0.1 -2.4 0.30
C 2.42152 -5.32468 8.53533 -0.5 -0.7 0.8 0.79
H 5.56243 1.52875 2.05948 0.2 -0.5 -2.2 0.32
C 0.91811 0.85024 0.61594 0.5 -1.1 -0.4 -0.21
H -0.88710 6.26264 -0.36530 2.4 -1.3 0.4 0.23
F -7.20085 1.45942 0.54253 4.1 -1.5 -2.1 -0.30
O 5.35761 -4.01860 -6.48421 1.2 0.2 1.4 -0.57
H 6.83174 1.07539 0.66121 -2.8 0.0 0.7 0.38
C 4.85434 2.15750 -0.12276 0.6 -0.8 -0.4 0.22
C -2.28321 3.19723 -0.15264 0.0 1.1 -0.2 -0.95
F -7.62553 1.10533 -2.00205 5.0 -1.7 0.9 -0.25
H 2.83859 1.67281 1.75386 -2.4 0.8 -1.1 -0.42
C 5.04485 -2.67388 -4.56294 -0.1 0.2 0.3 -1.11
H 4.95235 -0.07704 3.40322 -1.6 -1.3 -0.8 0.25
H 4.05853 -2.36920 -4.88952 0.1 0.0 0.0 0.42
O -11.79651 1.07644 -4.10961 0.0 -0.8 -0.4 -0.61
N -0.52421 -1.02948 -1.75151 0.9 0.9 0.5 -0.57
O 3.79720 -0.75616 1.64816 3.3 1.7 -0.4 -0.17
H -2.94144 4.17945 -0.31741 1.3 -2.3 0.4 0.43
O 1.39141 -2.56432 5.70435 -0.1 -0.6 0.7 -0.57
F -3.02313 0.78323 -0.70507 -1.0 3.3 2.6 -0.39
C 4.01312 -0.70887 3.10422 -0.4 -0.4 2.4 -0.04
O -13.44312 -0.52359 -5.61359 1.8 0.2 0.8 -0.56
C 0.19119 4.22423 0.54351 2.5 3.6 -2.5 0.21
C 2.73422 -0.08394 3.94978 -0.3 1.2 -0.6 -0.64
N 4.17125 6.51876 -0.93999 -6.9 -0.3 0.8 -0.47
F -3.19517 1.45007 1.59689 -0.4 1.6 -4.3 -0.35
H 1.71686 -0.25933 3.36720 2.2 0.1 1.3 0.05
O 7.82200 -4.69666 -5.48361 -0.7 0.5 0.1 -0.62
C 1.49755 6.50323 -0.70828 2.1 -0.5 0.2 0.25
H 0.27312 -5.42812 8.94132 0.0 0.0 0.0 0.42
C 6.89076 -2.51856 -2.83026 1.3 0.6 1.9 0.36
C -11.67687 -2.09392 -5.71756 0.3 -0.2 0.0 -0.94
S 3.46191 7.98503 -1.57247 -2.3 -3.0 1.6 0.18
C 1.73594 1.99753 1.45354 -0.9 1.2 0.6 0.13
H 4.14283 -1.82704 3.49559 -0.1 2.4 -1.1 0.16
H 1.23241 -0.19679 1.09564 -0.8 2.3 -1.0 0.22
C 5.52705 -2.13040 -3.28388 -1.0 0.6 0.1 0.82
O 7.34751 -1.98381 -1.63963 -1.0 -0.6 -2.4 -0.56
C 7.64771 -3.35316 -3.54519 0.0 -0.4 -0.6 -0.76
H 6.61799 -1.41310 -1.31314 0.1 -0.2 0.4 0.35
C 0.14676 5.71274 -0.20632 1.7 -2.2 1.1 -0.73
C -1.22095 3.55710 1.04167 0.5 1.0 1.1 -0.59
C 3.13222 -3.74481 6.78548 -0.3 0.2 -0.2 -0.80
C -5.90636 1.02771 -0.10477 -2.2 -0.8 1.8 0.45
C -6.29891 0.53507 -1.61723 -1.3 -2.9 -1.7 0.73
C 3.46081 -4.64982 7.70945 2.0 -0.1 -0.1 0.37
C 7.15623 -3.91597 -4.81259 1.0 -0.4 0.2 0.96
H -0.95371 2.67297 1.75958 -0.7 1.6 -1.6 0.26
H -1.07558 -1.11347 -0.86843 0.9 0.1 -1.0 0.25
H -1.67861 3.06337 -1.16128 -1.6 -0.3 2.1 0.30
H 0.28931 -1.71414 -1.75125 -1.5 1.3 0.2 0.30
F -5.17423 3.26201 -1.16953 1.0 -3.3 3.5 -0.29
H -13.55389 0.35734 -5.19384 0.1 -0.4 -0.2 0.35
N 1.69920 7.85505 -1.36297 2.5 -5.3 2.3 -0.55
H 2.65101 -0.48208 5.05084 0.3 0.4 -2.4 0.33
C 3.07411 4.23986 0.27293 -3.6 1.0 -0.5 0.07
H -0.80996 1.21319 -1.91947 1.4 -1.9 0.1 -0.13

Record 2
100
Properties=species:S:1:pos:R:3:forces:R:3:lowdin_spin:R:1 method="wB97M-V/def2-TZVPD" homo_energy_ev="-10.23 / -10.24" total_charge=+1 total_energy_ev=-181708.254 s2=12.04 multiplicity=7 e_above_lowest_kj_mol=311.9 gap_ev="7.527 / 7.532"
H -3.97194 3.65932 -0.61563 0.0 0.1 0.1 0.00
C -2.77904 2.48362 5.43927 0.0 0.1 0.1 0.00
C -4.48174 3.16692 -3.26793 -0.3 0.2 0.2 0.00
C 1.44366 -4.82428 -2.42163 0.1 0.4 0.2 0.00
C -0.87564 -0.71888 -3.62813 0.1 0.0 0.1 0.00
C 6.00456 -0.24138 -0.73173 0.3 0.4 -0.1 0.00
H 3.95976 -3.27648 -0.73313 0.1 0.0 0.0 0.00
H 1.73186 7.21012 -0.94163 0.1 0.2 0.0 0.00
N 2.60726 -0.16348 0.12217 -1.1 -1.3 0.7 0.00
H 1.95766 -6.43108 -3.57063 -0.1 0.0 0.0 0.00
H -4.60244 4.23172 -3.02123 0.0 -0.2 0.0 0.00
C 3.87076 0.20942 -0.12063 1.7 0.6 -0.4 0.00
C 1.60766 5.08522 -0.65923 0.0 -0.9 0.1 0.00
H 0.47196 7.15342 -3.06573 0.0 0.1 0.0 0.00
C 0.20006 5.02502 -3.05793 0.0 -0.6 0.1 0.00
H 0.16196 -2.12198 -6.20573 0.0 -0.1 0.1 0.00
H 1.14146 -3.84448 3.48497 0.0 0.0 0.0 0.00
H 3.57896 -5.07158 -2.39033 0.1 0.0 -0.1 0.00
C 1.88776 -2.79618 -0.56573 0.0 0.5 0.4 0.00
C -2.17494 2.53792 6.68377 0.0 0.0 0.0 0.00
H -2.16204 -5.11038 4.42957 0.1 -0.1 0.0 0.00
C -0.16744 -2.52848 -5.24333 0.4 -0.1 -0.1 0.00
H -4.83564 -4.70868 4.16887 0.0 0.0 0.0 0.00
C -1.57764 1.08142 -2.03863 -0.3 0.1 0.1 0.00
H -5.29754 -3.01158 4.43217 0.0 0.0 0.0 0.00
C -0.01604 2.33332 5.66247 0.0 0.0 -0.2 0.00
N 1.38726 2.76992 -0.43263 0.0 0.3 -0.7 0.00
S -2.07334 -0.21988 1.95997 0.0 0.6 -0.4 0.00
S 2.14206 -1.56678 0.70667 0.8 -1.1 -0.4 0.00
O -4.13054 2.99012 -4.61743 0.1 -0.1 -0.3 0.00
C -2.32324 2.33872 -0.27993 -0.2 0.1 0.1 0.00
H 0.07876 2.89442 -2.80853 -0.1 0.0 -0.1 0.00
H -2.47184 2.26992 3.32697 0.0 0.0 -0.1 0.00
N 0.15716 1.98242 3.28307 0.6 0.0 -0.4 0.00
H 2.23996 -1.91428 -4.07853 0.1 -0.1 0.0 0.00
H -4.86124 3.26062 -5.18343 0.0 0.0 0.1 0.00
H -0.23314 -2.51138 -0.58573 -0.1 -0.1 0.0 0.00
C 6.31376 1.11342 -0.75473 -0.1 -0.1 0.1 0.00
H -2.78044 2.62032 7.57097 -0.1 0.1 0.1 0.00
N -3.24774 -2.14148 3.31457 -0.4 0.2 0.1 0.00
H 0.28906 -6.14568 -3.46013 0.1 0.0 0.0 0.00
H 1.05866 2.29082 5.72727 0.1 0.0 0.0 0.00
O -1.52784 -2.81858 -5.40083 -0.5 0.0 0.0 0.00
Tb 0.60076 0.88612 0.64847 -2.9 -0.3 -2.2 6.03
H -4.34494 -3.89628 5.64377 0.0 0.0 0.1 0.00
H -2.21654 2.59882 0.76487 0.0 0.0 0.1 0.00
H 0.43926 -4.81008 2.19897 0.0 0.0 0.0 0.00
C 5.28716 1.97832 -0.40813 0.2 -0.2 -0.1 0.00
C 2.96206 -3.51068 -1.07393 0.1 0.0 0.0 0.00
H -0.32674 2.56712 7.76287 0.1 0.0 0.1 0.00
N 4.80136 -0.69818 -0.43613 -0.6 -0.3 0.2 0.00
C 0.12146 -1.52618 -4.15963 0.1 0.2 0.2 0.00
H -1.87554 -0.75978 -4.03373 -0.1 0.0 0.0 0.00
H 5.41006 3.05582 -0.37823 0.2 0.0 0.0 0.00
H 0.26456 -5.34558 3.88097 0.0 0.0 0.0 0.00
C -3.25884 -3.30828 3.91467 0.5 -0.4 0.0 0.00
H 7.29516 1.46792 -1.01773 0.1 0.0 0.0 0.00
C -2.13074 -1.70588 2.72647 0.6 -0.2 -0.1 0.00
O -0.20054 2.42992 2.09827 -0.4 0.1 0.6 0.00
Se 2.35676 3.27782 0.93437 0.9 2.6 0.3 0.00
C 0.66376 6.24092 -2.52443 0.3 0.4 0.4 0.00
H -0.31204 5.03192 -4.00883 -0.1 0.0 -0.1 0.00
C 1.09646 3.85162 -1.18023 0.3 0.2 0.4 0.00
H -3.85154 2.54892 5.35517 -0.1 0.0 0.0 0.00
C 0.37256 -4.09278 -1.89303 0.2 -0.1 0.0 0.00
C -3.42044 2.57592 -2.38973 0.2 -0.1 0.1 0.00
C 0.59586 -3.07968 -0.98593 -0.1 0.0 0.2 0.00
C -4.51594 -3.75048 4.57737 -0.1 0.0 0.0 0.00
C 1.61576 -0.51478 -2.59263 0.1 -0.1 -0.4 0.00
C -0.57714 0.12822 -2.56523 0.3 -0.2 -0.2 0.00
C -0.97854 -3.70898 3.32417 -0.4 -0.2 0.3 0.00
H -0.17114 -2.12708 2.26397 -0.4 -0.1 0.2 0.00
H 2.60996 -0.38458 -2.19053 0.0 -0.1 0.0 0.00
C -0.79364 2.48532 6.79327 -0.1 0.0 0.0 0.00
C 1.36176 6.28452 -1.34803 -0.1 0.3 -0.4 0.00
C -0.63564 2.23782 4.42037 -0.7 0.3 1.1 0.00
H -5.42694 2.65102 -3.04013 0.1 0.1 0.0 0.00
N 0.64286 0.18262 -2.00943 -0.4 0.1 0.1 0.00
H -0.63384 -4.35198 -2.18773 -0.2 0.1 0.0 0.00
N -1.46274 1.43442 -0.74853 -0.1 0.2 -0.3 -0.01
H -2.57954 1.36832 -3.93133 0.1 -0.1 0.0 0.00
C -3.30634 2.93152 -1.05053 0.0 -0.2 -0.2 0.00
O 2.92336 -2.13158 1.76097 0.3 0.0 -0.2 0.00
C 0.40186 3.84012 -2.40043 -0.2 0.0 -0.4 0.00
C 1.40976 -1.36978 -3.65923 -0.2 0.2 -0.1 0.00
N 1.18956 1.27992 3.47107 0.4 -0.1 0.5 0.00
C 2.74446 -4.50688 -2.00323 -0.1 0.0 0.0 0.00
N -1.00414 -2.49268 2.74577 -0.2 0.1 0.1 0.00
H 6.74306 -0.99708 -0.97623 0.1 0.1 0.0 0.00
N 4.08246 1.54122 -0.09313 0.0 -1.0 0.0 0.00
C -2.01304 2.34072 4.29817 0.2 0.0 -0.2 0.00
H 0.41796 -3.43808 -5.04193 0.0 0.1 -0.1 0.00
C -2.12154 -4.15178 3.93937 0.1 0.3 -0.1 0.00
H -1.87124 -3.22128 -4.59563 0.1 0.0 0.0 0.00
O 0.74336 -1.24368 1.11987 0.4 -1.1 -0.3 0.00
C -2.53344 1.63222 -2.88703 0.1 -0.1 0.3 0.00
O 1.89056 1.03292 2.41067 -0.2 0.2 1.1 -0.02
C 0.29116 -4.47688 3.22827 0.1 0.0 0.0 0.00
N 2.30606 4.94992 0.47767 0.1 0.5 0.2 0.00
N 1.22076 -5.77188 -3.38073 0.0 -0.3 -0.2 0.00